Record 1
Molecular formula: C9H8O4S
Method: DFT, ωB97M-V with the def2-TZVPD basis set

Geometry as XYZ:
```
22
Properties=species:S:1:pos:R:3:forces:R:3:lowdin_charge:R:1
O 1.800838 -2.998306 -0.077986 0.133 -0.016 -0.092 0.0937
C 0.926856 -2.900210 0.742083 0.403 0.095 -0.113 -0.6112
O 0.001847 -3.840365 0.935078 -0.565 -0.380 0.266 0.1033
C 0.718001 -1.723653 1.655402 -0.356 0.369 -0.417 -0.3373
S -0.609492 -0.632387 0.995866 0.283 -0.712 0.589 1.0509
C 0.220769 0.438461 -0.132813 -0.021 0.010 0.039 -0.4188
C 1.499174 0.162348 -0.609097 0.083 -0.009 -0.001 -0.0766
C 2.140138 1.041368 -1.461622 -0.054 0.090 0.013 -0.0604
C 1.524781 2.217901 -1.861849 0.040 -0.023 -0.019 -0.0704
C 0.250775 2.492363 -1.413609 -0.143 -0.065 0.092 -0.0106
C -0.417810 1.614711 -0.559769 0.334 -0.160 -0.107 -0.1516
C -1.784935 2.000548 -0.166140 -0.546 0.659 -0.026 -0.5005
O -2.275813 3.084254 -0.369980 0.082 -0.090 0.000 0.1069
O -2.470396 1.017648 0.438310 -0.270 -0.175 0.000 0.0098
H 0.117101 -4.572057 0.308172 0.204 0.259 -0.019 0.1368
H 1.630148 -1.149324 1.795578 0.043 -0.156 0.017 0.0937
H 0.318353 -2.065165 2.608672 0.054 0.066 0.005 0.0844
H 2.000041 -0.753524 -0.344274 0.012 -0.090 0.038 0.0819
H 3.129584 0.796875 -1.817777 0.093 -0.022 -0.033 0.1097
H 2.031542 2.903686 -2.522600 0.027 0.065 -0.063 0.1043
H -0.269210 3.390500 -1.710754 -0.026 0.065 -0.017 0.1213
H -3.355736 1.326139 0.688053 0.190 0.217 -0.152 0.1409
```
Positions in Å, forces in eV/Å.

Values from the calculation:
E_LUMO ... 0.397 eV
Molar mass ... 212.23 g mol⁻¹
HOMO level ... -8.53 eV
Charge ... 0
SMILES ... O=C(O)CSc1ccccc1C(=O)O
Energy above the lowest of the compared OMol25 structures with the same formula, charge and spin ... 0.0 kcal per mole

---

Record 2
Molecular formula: C9H8OSi
Method: DFT, ωB97M-V with the def2-TZVPD basis set

Geometry as XYZ:
```
19
Properties=species:S:1:pos:R:3:forces:R:3:lowdin_charge:R:1
C 2.951468 -0.497235 0.792080 -1.589 -1.616 0.596 0.0326
C 2.075796 -1.340832 0.964361 1.756 1.440 -0.961 -0.4085
C -0.374833 1.712666 -1.917129 -1.124 -1.551 1.340 -0.0777
C -0.138235 2.207429 -0.635424 -1.078 0.791 -1.125 -0.0708
C -1.014991 0.461692 -2.036419 0.823 -1.306 -2.382 -0.0769
C -0.639164 1.537651 0.469438 0.913 -2.421 -3.800 0.0029
C -1.184215 -0.398558 -0.980800 0.406 3.306 1.519 -0.0403
C -1.030015 0.160691 0.311227 0.116 2.776 -1.344 -0.2453
C -1.233054 -0.513694 1.467332 -1.490 -3.654 5.444 -0.1709
O -1.859762 -0.745087 2.492724 1.742 1.376 -3.589 0.0823
Si 0.906680 -2.620741 1.303992 -0.103 0.939 2.106 0.6769
H 3.767695 0.166482 0.771241 0.300 0.436 -0.210 0.0095
H -0.233635 2.338989 -2.745870 0.406 0.512 -1.110 0.0828
H 0.196295 3.251945 -0.661124 0.126 -0.487 0.830 0.1134
H -1.228597 -0.022649 -3.048565 0.220 1.192 1.268 0.1305
H -0.473286 1.914829 1.372862 0.283 1.479 3.802 0.0708
H -1.662457 -1.296176 -0.997042 -0.915 -2.616 -0.698 0.0811
H 1.177847 -3.137360 2.703389 -0.432 -0.048 -0.945 -0.0725
H -0.003538 -3.180040 0.373728 -0.361 -0.546 -0.740 -0.1197
```
Positions in Å, forces in eV/Å.

Values from the calculation:
E_LUMO (spin up / spin down) ... -0.444 / -0.534 eV
Molar mass ... 160.25 g mol⁻¹
HOMO level (spin up / spin down) ... -6.70 / -6.91 eV
Charge ... 0
Energy above the lowest of the compared OMol25 structures with the same formula, charge and spin ... 61.3 kcal per mole

---

Record 3
Molecular formula: C9H9AsF3O8PtS
Method: DFT, ωB97M-V with the def2-TZVPD basis set

Geometry as XYZ:
```
32
Properties=species:S:1:pos:R:3:forces:R:3:lowdin_charge:R:1
Pt 1.039723 0.082503 -0.318713 0.419 1.322 -0.036 0.9574
O -1.947867 -5.415880 -0.870604 -0.061 -0.198 -0.087 0.1162
C -1.369064 -4.364059 -0.936883 -0.065 0.218 0.060 -0.2587
C -0.028636 -4.098756 -1.635197 -0.062 -0.021 0.097 -0.2712
O 0.633035 -4.898420 -2.248842 -0.022 -0.122 -0.116 0.1127
C 0.261912 -2.674304 -1.348515 0.949 0.973 -0.816 -0.3374
C -0.675995 -2.208970 -0.440169 0.075 0.746 0.627 -0.2723
O -0.482107 -1.016037 0.128859 -1.602 -1.604 0.399 -0.3331
C -1.836172 -3.039323 -0.341109 0.024 0.131 -0.071 -0.3232
O -2.953623 -2.764259 0.077871 -0.010 -0.111 0.153 0.0422
O 1.148145 -1.890933 -1.797562 0.260 -1.189 -0.065 -0.0795
F 3.484869 0.183179 3.501905 -0.042 0.048 0.095 0.1351
C 2.736789 0.842890 2.616703 0.219 0.173 0.018 -0.6811
F 2.823560 2.158082 2.872747 -0.041 -0.076 0.102 0.1187
F 1.476434 0.468536 2.784082 -0.131 -0.023 -0.070 0.1247
S 3.439766 0.535225 0.937214 0.057 -0.543 -1.053 0.5087
O 4.835891 0.745628 1.143627 -0.067 0.162 -0.023 -0.2573
O 3.012178 -0.823612 0.558362 0.209 0.499 0.581 -0.3673
O 2.768256 1.511653 0.021159 -0.217 -0.803 0.195 -0.4359
C -0.452476 3.180674 -1.277019 0.120 0.146 -0.083 -0.2721
As -0.752774 1.497579 -0.395696 0.362 0.362 0.085 0.9737
C -2.383758 0.881634 -1.178004 -0.093 -0.243 -0.140 -0.2400
C -1.313993 2.016569 1.366121 -0.043 -0.008 0.132 -0.2606
H -1.269151 3.864647 -1.052024 -0.012 0.058 -0.037 0.0301
H -0.392950 3.010117 -2.350803 -0.017 0.017 0.001 0.0317
H 0.494626 3.599050 -0.939468 -0.030 0.008 0.028 0.0292
H -3.154053 1.616516 -0.952628 -0.095 0.013 -0.051 0.0363
H -2.640199 -0.087022 -0.749910 -0.032 0.043 0.017 0.0293
H -2.262032 0.781280 -2.254840 -0.005 0.004 -0.010 0.0426
H -2.189544 2.661363 1.294634 -0.024 0.006 0.066 0.0315
H -0.498124 2.534605 1.865915 0.003 0.015 -0.005 0.0293
H -1.552664 1.109845 1.918787 -0.026 -0.003 0.007 0.0400
```
Positions in Å, forces in eV/Å.

Values from the calculation:
E_LUMO ... 2.241 eV
Molar mass ... 604.22 g mol⁻¹
HOMO level ... -4.52 eV
Charge ... -1
Energy above the lowest of the compared OMol25 structures with the same formula, charge and spin ... 43.3 kcal per mole

---

Record 4
Molecular formula: C9H9Cl3CrF3O9
Method: DFT, ωB97M-V with the def2-TZVPD basis set

Geometry as XYZ:
```
34
Properties=species:S:1:pos:R:3:forces:R:3:mulliken_spin:R:1
Cr -1.885191 -0.104262 -2.306988 0.110 -0.342 0.176 3.2174
Cl -3.927431 0.579618 -1.328768 1.117 -0.357 -0.917 -0.0501
Cl -2.223611 -2.359352 -3.171128 0.052 1.846 0.573 -0.0846
Cl -1.346881 1.283428 -4.116518 -0.609 -1.017 0.974 -0.0509
C -0.963381 -3.290472 2.258542 -0.538 -0.867 2.244 0.0001
C -1.278781 -2.030612 3.036582 0.091 -0.147 0.112 0.0002
O -1.895591 -1.223462 2.010572 -0.652 2.375 3.602 0.0001
C -1.427081 -1.558662 0.866342 -0.556 -0.813 -5.326 -0.0072
O -1.528551 -1.036782 -0.260148 0.356 -0.939 4.011 -0.0056
O -0.971251 -2.791622 1.013442 2.160 -1.038 -4.532 -0.0010
F -0.097711 -1.420922 3.433712 -0.922 -0.166 -0.169 0.0000
H -1.686131 -4.102172 2.341492 -0.729 0.350 0.127 0.0000
H -0.063971 -3.822582 2.568392 0.604 0.767 -0.258 0.0000
H -1.944121 -2.178592 3.887192 0.045 0.595 -0.136 0.0000
C -1.201991 3.457088 1.907802 0.273 -3.491 1.708 0.0001
C -0.637511 4.526688 1.095752 -2.178 -1.387 -0.609 0.0001
O -0.248491 3.851108 -0.100378 -0.595 0.227 -0.844 -0.0001
C -0.866461 2.629398 -0.145318 0.850 -3.610 -3.536 0.0023
O -0.855941 1.779198 -1.090688 0.353 3.999 3.108 -0.0042
O -1.362251 2.324868 1.013762 -1.858 0.497 0.954 0.0011
F 0.380509 4.963738 1.771792 2.463 1.914 0.378 0.0000
H -2.047061 3.709218 2.548412 -0.399 -0.292 -0.680 0.0000
H -0.436201 3.034168 2.558032 0.156 0.632 0.445 0.0000
H -1.466251 5.230638 1.020032 0.795 1.004 -1.175 0.0000
C 3.674029 -0.826082 -1.449268 0.887 -0.099 1.042 0.0000
C 3.587649 -1.615232 -2.721388 -0.535 0.208 -0.395 0.0003
O 2.284899 -1.241042 -3.161948 0.081 -1.006 -0.333 0.0001
C 1.536999 -0.840112 -2.106678 -3.480 -0.438 -1.676 -0.0028
O 0.309269 -0.726002 -2.165608 3.331 0.130 0.311 -0.0158
O 2.314869 -0.664612 -1.081688 -0.266 0.724 1.697 0.0002
F 3.705959 -2.977132 -2.423728 -0.427 1.265 -0.616 0.0000
H 4.161009 0.147438 -1.505988 -0.163 0.029 -0.413 0.0000
H 4.167299 -1.376882 -0.648398 -0.060 -0.119 -0.141 0.0000
H 4.239369 -1.330002 -3.547228 0.243 -0.432 0.292 0.0000
```
Positions in Å, forces in eV/Å.

Values from the calculation:
E_LUMO (spin up / spin down) ... -1.102 / 0.111 eV
Molar mass ... 476.51 g mol⁻¹
HOMO level (spin up / spin down) ... -9.08 / -9.05 eV
Charge ... 0
Energy above the lowest of the compared OMol25 structures with the same formula, charge and spin ... 0.0 kcal per mole
2S+1 ... 4